# 1
Density functional theory data (ωB97M-V/def2-TZVPD) for the molecule C8H8N2O2 in a non-equilibrium geometry.

Its structure (SMILES) is CN1CC(=O)n2cccc2C1=O. Its lowest unoccupied orbital energy is 0.31 eV. For the gap between HOMO and LUMO, the calculation gives 9.502 eV. The value obtained for the energy above the lowest of the compared OMol25 structures with the same formula, charge and spin is 0.000 eV. For the HOMO energy, the calculation gives -9.19 eV.

Geometry as ORCA input:
```
! wB97M-V def2-TZVPD RIJCOSX def2/J DEFGRID3
* xyz 0 1
C -2.76 -0.17 1.55
N -1.55 -0.12 0.74
C -1.69 -0.19 -0.72
C -0.43 -0.12 -1.61
O -0.51 -0.13 -2.81
N 0.77 -0.03 -0.87
C 2.03 0.08 -1.37
C 2.93 0.24 -0.38
C 2.15 0.19 0.85
C 0.86 0.04 0.51
C -0.36 0.07 1.34
O -0.19 0.22 2.56
H -3.12 -1.27 1.64
H -3.59 0.53 1.04
H -2.52 0.26 2.57
H -2.09 -1.14 -1.02
H -2.45 0.52 -1.17
H 2.10 0.13 -2.45
H 3.94 0.32 -0.56
H 2.43 0.23 1.85
*
```



# 2
Density functional theory data (ωB97M-V/def2-TZVPD) for a cluster of 2 separate species, CH2INOS in total in a non-equilibrium geometry.

Its lowest unoccupied orbital energy is -0.43 eV. For the gap between HOMO and LUMO, the calculation gives 8.795 eV. The value obtained for the energy above the lowest of the compared OMol25 structures with the same formula, charge and spin is 2.772 eV. For the HOMO energy, the calculation gives -9.22 eV.

Geometry as ORCA input:
```
! wB97M-V def2-TZVPD RIJCOSX def2/J DEFGRID3
* xyz 0 1
C -2.19 -0.75 1.01
N -1.61 -1.20 1.98
O 0.90 0.13 -0.33
S -3.12 -0.06 -0.07
I -0.19 1.45 -0.92
H 0.55 2.76 -1.68
H -0.57 -1.20 2.00
*
```



# 3
Density functional theory data (ωB97M-V/def2-TZVPD) for a cluster of 4 separate species, C36H68F2N3O5 in total in a non-equilibrium geometry.

Its lowest unoccupied orbital energy is -3.39 eV. For the gap between HOMO and LUMO, the calculation gives 9.015 eV. The value obtained for the energy above the lowest of the compared OMol25 structures with the same formula, charge and spin is 0.000 eV. For the HOMO energy, the calculation gives -12.40 eV.

Geometry as ORCA input:
```
! wB97M-V def2-TZVPD RIJCOSX def2/J DEFGRID3
* xyz 1 1
O 3.45 -4.23 3.02
C 2.43 -4.52 2.61
F 2.24 -5.47 1.75
N 1.19 -3.93 2.97
C 0.71 -2.91 2.08
O 0.91 -2.84 0.92
C -0.05 -1.84 2.84
C 0.27 -0.41 2.36
C 0.91 0.45 3.44
O 2.06 1.05 2.89
C 3.27 0.57 3.39
O 3.56 -0.73 2.98
C 4.40 -0.89 1.84
C 3.67 -0.87 0.54
O 4.59 -0.41 -0.45
C -1.07 0.06 1.78
C -1.26 1.50 1.47
C -1.13 1.96 0.17
C -1.26 3.31 -0.11
C -1.54 4.18 0.93
N -1.70 3.76 2.20
C -1.54 2.44 2.46
C -2.08 -0.56 2.64
N -1.58 -1.99 2.72
C -2.04 -2.92 1.64
C -3.54 -3.03 1.60
C -3.95 -4.13 0.66
F -4.03 -3.60 -0.61
H 0.50 -4.66 3.04
H 0.19 -1.99 3.87
H 0.96 -0.42 1.54
H 0.25 1.22 3.80
H 1.17 -0.17 4.28
H 4.03 1.27 3.07
H 3.23 0.54 4.47
H 4.88 -1.84 1.97
H 5.17 -0.14 1.81
H 3.33 -1.86 0.29
H 2.83 -0.19 0.59
H 4.49 -0.92 -1.25
H -1.14 -0.47 0.83
H -0.91 1.28 -0.63
H -1.15 3.68 -1.10
H -1.65 5.23 0.75
H -1.70 2.14 3.47
H -3.08 -0.53 2.28
H -2.07 -0.19 3.65
H -1.88 -2.42 3.58
H -1.61 -3.88 1.86
H -1.63 -2.61 0.70
H -3.97 -2.12 1.23
H -3.92 -3.22 2.59
H -3.23 -4.93 0.62
H -4.91 -4.51 0.93
C 3.94 -5.64 -1.44
C 3.23 -4.90 -2.57
C 3.52 -5.50 -3.95
C 4.99 -5.48 -4.36
C 5.64 -4.10 -4.39
C 5.00 -3.14 -5.39
H 5.03 -5.57 -1.55
H 3.68 -5.22 -0.47
H 3.67 -6.70 -1.43
H 3.50 -3.84 -2.55
H 2.15 -4.94 -2.40
H 2.92 -4.98 -4.70
H 3.18 -6.54 -3.96
H 5.08 -5.92 -5.36
H 5.57 -6.12 -3.70
H 6.70 -4.22 -4.65
H 5.63 -3.65 -3.39
H 5.03 -3.56 -6.40
H 5.52 -2.19 -5.41
H 3.96 -2.94 -5.15
C 2.05 1.17 -2.44
C 2.79 2.47 -2.76
C 1.85 3.65 -2.97
C 0.89 3.49 -4.15
C 1.56 3.24 -5.49
C 2.48 4.38 -5.94
H 1.41 0.85 -3.27
H 2.76 0.35 -2.25
H 1.43 1.30 -1.55
H 3.42 2.32 -3.63
H 3.46 2.70 -1.93
H 2.45 4.56 -3.11
H 1.27 3.81 -2.06
H 0.27 4.40 -4.22
H 0.19 2.67 -3.94
H 0.79 3.09 -6.25
H 2.13 2.31 -5.46
H 1.93 5.32 -6.00
H 2.91 4.17 -6.92
H 3.31 4.53 -5.24
C -8.72 3.54 1.60
C -8.19 4.12 2.91
C -7.11 5.18 2.71
C -5.84 4.68 2.01
C -5.15 3.51 2.71
C -4.66 3.84 4.11
H -7.94 3.02 1.04
H -9.52 2.82 1.79
H -9.12 4.32 0.96
H -7.81 3.32 3.54
H -9.01 4.57 3.46
H -6.84 5.61 3.68
H -7.52 6.00 2.12
H -5.13 5.51 1.93
H -6.08 4.39 0.98
H -4.30 3.21 2.10
H -5.82 2.65 2.75
H -3.96 4.68 4.09
H -4.13 2.99 4.56
H -5.48 4.09 4.78
*
```



# 4
Density functional theory data (ωB97M-V/def2-TZVPD) for a cluster of 5 separate species, C17H46BN5O9PS in total in a non-equilibrium geometry.

Its lowest unoccupied orbital energy is -3.82 eV. For the gap between HOMO and LUMO, the calculation gives 7.802 eV. For the HOMO energy, the calculation gives -11.63 eV.

Geometry as ORCA input:
```
! wB97M-V def2-TZVPD RIJCOSX def2/J DEFGRID3
* xyz 1 1
C -2.34 -5.59 0.33
N -2.26 -4.12 0.40
C -3.62 -3.53 0.43
B -1.42 -3.54 -0.60
O -0.90 -4.31 -1.65
N -1.08 -2.09 -0.60
C -0.53 -1.32 0.32
N -0.27 0.00 0.06
C 0.32 0.42 1.20
P 0.94 2.15 1.39
O 2.10 2.17 2.54
O -0.24 3.20 1.81
S 1.77 2.63 -0.27
N 0.36 -0.55 2.09
N -0.17 -1.69 1.57
C -0.22 -2.88 2.41
O -1.49 -2.99 3.02
O -1.60 -1.92 3.92
H -2.60 -5.94 1.35
H -3.19 -5.88 -0.32
H -1.39 -6.09 0.07
H -4.13 -3.94 1.32
H -4.23 -3.77 -0.45
H -3.51 -2.44 0.56
H -1.49 -4.24 -2.42
H -1.30 -1.60 -1.47
H 1.90 2.86 3.20
H -1.07 2.70 1.66
H 0.73 -0.47 3.03
H 0.02 -3.81 1.88
H 0.51 -2.76 3.24
H -2.29 -1.34 3.55
C -6.21 -7.09 -2.94
C -4.71 -7.02 -2.67
C -3.91 -7.45 -3.88
O -4.38 -7.85 -1.55
H -6.50 -8.12 -3.17
H -6.77 -6.79 -2.05
H -6.49 -6.45 -3.77
H -4.44 -5.99 -2.39
H -4.13 -8.48 -4.15
H -2.84 -7.40 -3.67
H -4.12 -6.82 -4.74
H -4.62 -8.76 -1.78
C 5.00 5.33 -2.58
C 4.44 4.42 -3.67
C 3.40 5.14 -4.51
O 3.86 3.26 -3.07
H 4.20 5.65 -1.90
H 5.74 4.80 -1.98
H 5.47 6.21 -3.01
H 5.25 4.07 -4.31
H 2.55 5.46 -3.89
H 3.00 4.48 -5.28
H 3.82 6.02 -5.00
H 3.14 3.56 -2.50
C 6.40 1.60 1.62
C 6.06 1.01 2.98
C 5.41 -0.36 2.85
O 5.18 1.89 3.68
H 5.50 1.73 1.02
H 6.86 2.58 1.74
H 7.09 0.96 1.07
H 6.97 0.92 3.58
H 4.48 -0.29 2.28
H 5.17 -0.77 3.83
H 6.07 -1.06 2.33
H 4.38 1.97 3.16
C -1.88 7.48 0.27
C -2.82 6.56 1.04
C -2.48 6.54 2.52
O -2.73 5.23 0.51
H -0.85 7.14 0.35
H -2.13 7.48 -0.80
H -1.94 8.50 0.63
H -3.85 6.89 0.90
H -1.46 6.17 2.68
H -3.15 5.87 3.06
H -2.55 7.54 2.95
H -1.82 4.93 0.62
*
```



# 5
Density functional theory data (ωB97M-V/def2-TZVPD) for a structure of composition C34H31N3O2SiTa.

Its lowest unoccupied orbital energy is -4.09 eV. For the gap between HOMO and LUMO, the calculation gives 6.737 eV. The value obtained for the energy above the lowest of the compared OMol25 structures with the same formula, charge and spin is 1.049 eV. For the HOMO energy, the calculation gives -10.82 eV.

Geometry as ORCA input:
```
! wB97M-V def2-TZVPD RIJCOSX def2/J DEFGRID3
* xyz 1 1
Ta -0.30 1.24 -0.12
N -3.39 -3.48 2.92
C -2.80 -3.12 2.01
C -2.06 -2.64 0.87
C -1.68 -3.49 -0.16
C -0.98 -2.97 -1.24
C -0.69 -1.62 -1.26
N -1.06 -0.81 -0.25
C -1.73 -1.30 0.80
H -1.92 -4.54 -0.12
H -0.66 -3.59 -2.06
H -0.15 -1.16 -2.08
H -1.98 -0.61 1.60
C -3.76 2.87 4.42
C -3.97 1.99 3.22
C -4.73 0.83 3.34
C -4.96 0.01 2.25
C -4.42 0.34 1.02
C -3.62 1.47 0.90
N -2.96 1.70 -0.37
C -3.35 2.86 -1.15
C -4.54 3.54 -0.96
C -4.81 4.66 -1.74
C -3.90 5.10 -2.69
C -2.70 4.43 -2.87
C -2.44 3.31 -2.10
C -1.19 2.52 -2.02
O -1.07 1.35 -2.39
O -0.32 2.97 -1.12
C -3.40 2.33 1.98
C -2.59 3.59 1.86
H -4.31 2.50 5.28
H -4.08 3.90 4.22
H -2.70 2.92 4.69
H -5.15 0.57 4.30
H -5.57 -0.88 2.35
H -4.60 -0.27 0.14
H -3.13 0.88 -0.95
H -5.25 3.21 -0.20
H -5.74 5.19 -1.60
H -4.13 5.97 -3.29
H -1.97 4.77 -3.60
H -3.23 4.47 1.93
H -2.06 3.67 0.92
H -1.85 3.66 2.67
C 0.17 1.29 1.75
H 0.67 2.20 2.11
H 0.05 0.58 2.56
C 2.56 -4.04 0.50
C 2.93 -3.59 -0.76
C 2.83 -2.24 -1.07
C 2.37 -1.31 -0.12
C 2.01 -1.79 1.14
C 2.11 -3.14 1.45
Si 2.12 0.46 -0.68
C 3.24 1.76 0.09
C 3.61 2.90 -0.62
C 4.39 3.89 -0.03
C 4.81 3.74 1.28
C 4.46 2.61 2.01
C 3.68 1.63 1.41
H 2.65 -5.10 0.74
H 3.30 -4.29 -1.50
H 3.13 -1.90 -2.05
H 1.64 -1.11 1.89
H 1.84 -3.49 2.44
H 2.36 0.43 -2.15
H 3.30 3.02 -1.65
H 4.67 4.77 -0.59
H 5.42 4.51 1.75
H 4.80 2.49 3.03
H 3.42 0.75 2.00
*
```



# 6
Density functional theory data (ωB97M-V/def2-TZVPD) for a cluster of 2 separate species, CH7N3 in total in a non-equilibrium geometry.

Its structure (SMILES) is [H]/N=C\N.N. Its lowest unoccupied orbital energy is 0.98 eV. For the gap between HOMO and LUMO, the calculation gives 10.259 eV. The value obtained for the energy above the lowest of the compared OMol25 structures with the same formula, charge and spin is 0.514 eV. For the HOMO energy, the calculation gives -9.28 eV.

Geometry as ORCA input:
```
! wB97M-V def2-TZVPD RIJCOSX def2/J DEFGRID3
* xyz 0 1
H -0.24 1.74 0.67
N -0.53 0.93 0.15
C -1.16 0.04 0.81
N -1.16 -0.10 2.18
H -1.68 -0.70 0.21
H -1.31 -1.01 2.58
H -0.42 0.41 2.62
N 2.30 -0.57 -2.80
H 3.15 -0.56 -2.28
H 1.65 0.07 -2.39
H 2.02 -1.47 -3.13
*
```



# 7
Density functional theory data (ωB97M-V/def2-TZVPD) for a cluster of 2 separate species, C3H12N3O in total in a non-equilibrium geometry.

Its lowest unoccupied orbital energy is -3.11 eV. For the gap between HOMO and LUMO, the calculation gives 10.460 eV. The value obtained for the energy above the lowest of the compared OMol25 structures with the same formula, charge and spin is 4.747 eV. For the HOMO energy, the calculation gives -13.57 eV.

Geometry as ORCA input:
```
! wB97M-V def2-TZVPD RIJCOSX def2/J DEFGRID3
* xyz 1 1
C 0.02 0.16 -1.65
C -0.59 0.82 -0.40
C 0.39 1.00 0.75
N 1.55 1.47 0.43
N 0.21 -2.07 0.94
N -1.62 -0.14 0.11
O 1.05 -0.96 0.95
H 0.38 -0.90 -1.42
H -0.63 0.24 -2.52
H 0.87 0.73 -2.12
H -1.07 1.83 -0.61
H -0.02 1.01 1.83
H 1.73 1.89 -0.48
H 2.06 1.95 1.18
H 0.66 -2.74 0.30
H 0.06 -2.65 1.79
H -0.72 -1.55 0.60
H -2.40 -0.26 -0.63
H -1.95 0.17 0.94
*
```



# 8
Density functional theory data (ωB97M-V/def2-TZVPD) for the ion C7H9F3N3 with charge +1 in a non-equilibrium geometry.

Its structure (SMILES) is C/C=C/[C@@H](F)[n+]1cc(C(F)F)n[nH]1. Its lowest unoccupied orbital energy is -4.32 eV. For the gap between HOMO and LUMO, the calculation gives 9.742 eV. The value obtained for the energy above the lowest of the compared OMol25 structures with the same formula, charge and spin is 1.689 eV. For the HOMO energy, the calculation gives -14.06 eV.

Geometry as ORCA input:
```
! wB97M-V def2-TZVPD RIJCOSX def2/J DEFGRID3
* xyz 1 1
C 3.60 -1.37 -0.04
C 2.45 -0.66 0.51
C 1.73 0.21 -0.24
C 0.84 1.12 0.55
F 1.10 2.39 0.21
N -0.61 0.94 -0.03
C -1.32 -0.17 0.01
C -2.60 0.16 -0.45
C -3.79 -0.74 -0.29
F -4.75 -0.12 0.48
F -3.33 -1.81 0.35
N -2.66 1.45 -0.67
N -1.45 1.91 -0.46
H 3.88 -2.45 0.19
H 3.75 -1.27 -1.08
H 4.55 -0.80 0.39
H 2.28 -0.78 1.59
H 1.99 0.49 -1.31
H 0.81 0.81 1.53
H -0.95 -1.16 0.36
H -4.26 -1.06 -1.24
H -1.25 2.89 -0.37
*
```



# 9
Density functional theory data (ωB97M-V/def2-TZVPD) for a structure of composition C41H38FN4O4S5SbTi.

Its lowest unoccupied orbital energy (spin up / spin down) is -0.21 / -0.22 eV. As for the expectation value of S²: 0.7760. For the gap between HOMO and LUMO (spin up / spin down), the calculation gives 2.454 / 3.328 eV. The value obtained for the energy above the lowest of the compared OMol25 structures with the same formula, charge and spin is 1.328 eV. For the HOMO energy (spin up / spin down), the calculation gives -2.66 / -3.55 eV.

Geometry as ORCA input:
```
! wB97M-V def2-TZVPD RIJCOSX def2/J DEFGRID3
* xyz -1 2
Ti -0.54 -1.75 -1.18
F -3.29 4.36 -0.50
C -2.72 3.62 0.51
C -2.30 2.35 0.24
C -1.71 1.60 1.29
C -1.27 0.28 1.04
O -1.39 -0.22 -0.14
C -0.74 -0.46 2.16
C -0.62 0.13 3.36
N -0.96 1.45 3.58
C -0.83 2.00 4.89
C 0.19 3.08 5.12
C 0.40 1.71 5.69
C -1.57 2.20 2.58
C -2.02 3.49 2.81
C -2.61 4.23 1.75
N -3.05 5.58 1.98
C -2.26 6.56 1.26
C -2.62 7.96 1.72
N -4.10 8.16 1.48
C -4.91 7.13 2.22
C -4.48 5.76 1.75
C -0.34 -1.91 2.02
O 0.02 -2.52 3.03
O -0.39 -2.40 0.84
H -2.38 1.92 -0.74
H -0.24 -0.42 4.20
H -1.76 2.10 5.44
H -0.06 3.89 5.79
H 0.79 3.36 4.26
H 0.29 1.56 6.75
H 1.16 1.09 5.22
H -1.92 3.95 3.77
H -2.40 6.49 0.17
H -1.21 6.38 1.47
H -2.09 8.73 1.16
H -2.46 8.09 2.79
H -4.28 8.05 0.48
H -4.38 9.10 1.74
H -5.96 7.33 2.01
H -4.71 7.28 3.28
H -4.76 5.63 0.70
H -5.02 5.01 2.32
N 1.57 -1.10 -0.38
C 2.66 -0.88 -1.27
C 3.85 -1.58 -1.10
C 4.88 -1.41 -2.00
C 4.72 -0.55 -3.08
C 3.53 0.15 -3.23
C 2.47 0.00 -2.33
C 1.19 0.73 -2.52
C 1.28 2.02 -3.09
C 0.14 2.70 -3.48
C -1.09 2.09 -3.33
C -1.19 0.85 -2.72
C -0.06 0.14 -2.27
H 1.82 -1.66 0.43
H 1.18 -0.21 -0.07
H 3.95 -2.26 -0.26
H 5.80 -1.97 -1.88
H 5.51 -0.43 -3.81
H 3.39 0.78 -4.09
H 2.25 2.47 -3.21
H 0.23 3.68 -3.93
H -2.00 2.58 -3.68
H -2.16 0.40 -2.60
S -2.59 -1.52 -5.64
Sb -1.69 -2.98 -4.16
S -2.58 -2.36 -1.96
S 0.50 -2.29 -3.53
S -1.93 -5.22 -4.43
O 0.10 -3.86 -1.14
S 1.55 -4.15 -1.41
C 1.61 -5.52 -2.55
C 2.69 -5.59 -3.42
C 2.77 -6.65 -4.30
C 1.77 -7.62 -4.31
C 0.68 -7.51 -3.46
C 0.60 -6.45 -2.56
C 2.12 -5.02 0.05
C 1.37 -4.95 1.21
C 1.87 -5.51 2.38
C 3.10 -6.15 2.37
C 3.85 -6.21 1.20
C 3.37 -5.64 0.04
H 3.42 -4.79 -3.43
H 3.59 -6.71 -5.00
H 1.82 -8.44 -5.02
H -0.12 -8.23 -3.51
H -0.27 -6.32 -1.93
H 0.43 -4.41 1.20
H 1.30 -5.43 3.29
H 3.49 -6.60 3.28
H 4.82 -6.71 1.19
H 3.94 -5.68 -0.88
*
```



# 10
Density functional theory data (ωB97M-V/def2-TZVPD) for the molecule CHClO3S in a non-equilibrium geometry.

Its structure (SMILES) is O=C(OS)OCl. Its lowest unoccupied orbital energy is -0.92 eV. For the gap between HOMO and LUMO, the calculation gives 9.083 eV. The value obtained for the energy above the lowest of the compared OMol25 structures with the same formula, charge and spin is 3.978 eV. For the HOMO energy, the calculation gives -10.00 eV.

Geometry as ORCA input:
```
! wB97M-V def2-TZVPD RIJCOSX def2/J DEFGRID3
* xyz 0 1
O 0.80 -1.02 -0.55
C 0.22 -0.03 -0.37
O -1.04 0.34 -0.25
S -2.13 -0.90 0.29
O 1.10 1.49 -0.30
Cl 2.67 1.05 -0.51
H -1.63 -0.92 1.69
*
```